Entry A
Molecular formula: C3H5ClO
Method: DFT, ωB97M-V with the def2-TZVPD basis set

Cartesian coordinates (Å):
C -0.517 0.733 0.355
C 0.673 0.002 -0.350
C 1.815 -0.771 0.268
H -0.177 0.737 1.431
H -0.615 1.701 -0.198
H 0.682 -0.008 -1.365
H 1.786 -0.745 1.295
H 2.079 -1.711 -0.274
O 2.066 0.543 -0.185
Cl -1.889 -0.241 -0.062

SMILES string: ClC[C@@H]1CO1
Highest occupied orbital energy: -10.414 eV


Entry B
Molecular formula: C3H5ClO
Method: DFT, ωB97M-V with the def2-TZVPD basis set

Cartesian coordinates (Å):
C -0.569 -0.922 0.751
C 0.242 0.333 0.322
C 0.040 1.038 -1.145
H -0.110 -1.267 1.702
H -1.546 -0.659 0.655
H -0.333 -1.700 -0.054
H 0.368 1.007 1.256
H 0.322 0.327 -1.954
O -0.440 2.103 -1.352
Cl 2.026 -0.260 -0.181

SMILES string: C[C@@H](Cl)C=O
Highest occupied orbital energy: -10.264 eV


Which is most stable, and by how much? entry B, by 0.975 eV.


Entry A
Molecular formula: C12H17N2
Method: DFT, ωB97M-V with the def2-TZVPD basis set

Cartesian coordinates (Å):
C -3.456 -0.034 -0.719
C -3.117 0.224 0.641
C -2.486 -0.396 -1.651
C -1.803 0.194 1.049
C -1.115 -0.434 -1.215
C -0.821 -0.121 0.129
C 1.996 -0.645 -1.154
C 2.004 0.702 -1.299
C 0.623 0.008 0.496
C 0.831 0.067 2.057
C 1.070 -2.411 0.272
C 0.137 2.274 -0.516
N 1.376 -1.060 -0.021
N 1.229 1.234 -0.166
H -4.538 0.245 -0.918
H -3.920 0.496 1.214
H -2.592 -0.472 -2.683
H -1.600 0.518 2.042
H -0.313 -0.757 -1.874
H 2.493 -1.539 -1.553
H 2.397 1.445 -1.909
H 1.900 -0.154 2.402
H 0.340 -0.830 2.591
H 0.630 1.117 2.362
H 1.534 -2.700 1.247
H -0.040 -2.695 0.264
H 1.620 -3.074 -0.512
H -0.192 2.064 -1.523
H -0.599 2.379 0.282
H 0.704 3.202 -0.595
H 1.836 1.718 0.582

SMILES string: CN1C=C[N@@H+](C)[C@@]1(C)c1ccccc1
Net charge: +1
Highest occupied orbital energy: -12.086 eV


Entry B
Molecular formula: C12H17N2
Method: DFT, ωB97M-V with the def2-TZVPD basis set

Cartesian coordinates (Å):
C 0.606 1.647 1.364
C 2.005 1.718 1.683
C 0.459 0.709 0.351
C 2.697 0.805 0.902
C 1.891 -0.890 -0.699
C 0.946 -1.462 -1.487
C -0.736 -0.191 -0.449
C 4.163 0.562 1.042
C -2.729 -0.854 0.926
C -2.481 1.662 0.006
C -1.402 -1.854 -2.132
C -2.150 0.188 -0.146
N 1.746 0.187 0.087
N -0.396 -1.164 -1.302
H -0.185 2.278 1.856
H 2.237 2.437 2.440
H 2.960 -1.284 -0.867
H 1.043 -2.205 -2.206
H 4.588 1.152 1.730
H 4.221 -0.387 1.421
H 4.613 0.559 -0.028
H -1.805 -1.261 1.393
H -3.354 -1.606 0.594
H -3.317 -0.219 1.589
H -2.452 2.170 -0.923
H -1.795 2.089 0.663
H -3.559 1.804 0.489
H -2.144 -1.291 -2.673
H -1.933 -2.575 -1.531
H -0.966 -2.597 -2.920
H -2.770 -0.126 -1.172

SMILES string: Cc1ccc2c(C(C)C)[n+](C)ccn12
Net charge: +1
Highest occupied orbital energy: -12.057 eV


Which is most stable, and by how much? entry A, by 0.672 eV.


Entry A
Molecular formula: C2H2I2S
Method: DFT, ωB97M-V with the def2-TZVPD basis set

Cartesian coordinates (Å):
C 0.779 0.283 0.234
C -0.675 -0.355 -0.029
S 2.202 0.402 -0.468
I -1.439 -1.343 1.700
I -1.749 1.347 -0.726
H 0.473 0.986 0.969
H -0.662 -1.048 -0.858

Highest occupied orbital energy: -9.111 eV


Entry B
Molecular formula: C2H2I2S
Method: DFT, ωB97M-V with the def2-TZVPD basis set

Cartesian coordinates (Å):
C 1.321 0.175 -0.035
C -1.384 0.045 0.127
S -0.001 -0.743 -0.350
I 3.125 -0.920 -0.216
I -3.131 -0.971 -0.245
H 1.522 1.272 0.183
H -1.452 1.141 0.536

Highest occupied orbital energy (spin up / spin down): -7.600 / -7.594 eV


Which is most stable, and by how much? entry A, by 1.577 eV.


Entry A
Molecular formula: C3H6INO
Method: DFT, ωB97M-V with the def2-TZVPD basis set

Cartesian coordinates (Å):
C -0.598 -0.116 0.799
C -0.948 0.160 -0.663
C 0.824 -0.128 1.134
N -1.510 -0.129 1.651
O -0.609 -0.272 3.452
I -1.890 -1.316 4.437
H -0.548 1.092 -0.915
H -0.307 -0.574 -1.250
H -2.010 0.108 -0.977
H 1.138 -0.576 2.028
H 1.076 0.929 1.332
H 1.409 -0.476 0.263

Highest occupied orbital energy (spin up / spin down): -8.574 / -8.565 eV


Entry B
Molecular formula: C3H6INO
Method: DFT, ωB97M-V with the def2-TZVPD basis set

Cartesian coordinates (Å):
C 0.083 -0.348 -0.125
C 0.533 -1.689 -0.609
C -1.356 1.525 0.294
N -0.997 0.191 -0.097
O 1.255 0.488 0.514
I 2.931 -0.266 1.050
H -0.242 -2.457 -0.593
H 0.815 -1.311 -1.595
H 1.414 -2.013 -0.027
H -1.614 2.180 -0.518
H -0.487 2.052 0.770
H -2.335 1.648 0.936

SMILES string: C/N=C(/C)OI
Highest occupied orbital energy: -9.083 eV


Which is most stable, and by how much? entry B, by 1.970 eV.


Entry A
Molecular formula: C4H13NO2
Method: DFT, ωB97M-V with the def2-TZVPD basis set

Cartesian coordinates (Å):
C 0.380 0.840 3.557
C -0.212 0.029 2.344
C 0.646 0.135 1.146
C 1.958 0.448 1.282
N 0.224 -0.568 -0.023
H 1.165 0.468 4.178
H 0.715 1.837 3.168
H -0.403 1.044 4.243
H -0.491 -0.996 2.690
H -1.232 0.380 2.215
H 2.252 0.658 2.252
H 2.707 0.204 0.562
H -0.676 -0.318 -0.430
H 0.921 -0.371 -0.782
H -3.140 -0.413 -3.406
H -3.095 1.010 -3.840
O -2.496 0.368 -3.514
H 0.086 -1.992 -3.230
H -0.253 -0.405 -3.291
O 0.402 -1.098 -3.254

Multiplicity: 2
<S²>: 0.750
Net charge: -1
Highest occupied orbital energy (spin up / spin down): 0.780 / -5.546 eV


Entry B
Molecular formula: C4H13NO2
Method: DFT, ωB97M-V with the def2-TZVPD basis set

Cartesian coordinates (Å):
C 0.800 -1.618 0.134
C 0.979 -0.304 -0.704
C 0.979 0.996 0.067
C 0.954 1.165 1.471
N 0.984 2.034 -0.891
H -0.298 -1.749 0.436
H 1.429 -1.518 0.993
H 1.358 -2.593 -0.228
H 0.143 -0.197 -1.456
H 1.913 -0.383 -1.357
H 0.741 0.186 1.974
H 0.690 2.138 1.920
H 1.091 1.933 -1.896
H 1.329 2.976 -0.471
H -1.651 0.290 0.404
H -1.752 1.181 1.546
O -2.348 0.721 0.893
H -2.264 -1.300 -1.492
H -2.574 -1.823 -0.218
O -2.502 -2.138 -1.124

Multiplicity: 2
<S²>: 0.754
Net charge: -1
Highest occupied orbital energy (spin up / spin down): 1.145 / -3.474 eV


Which is most stable, and by how much? entry A, by 0.940 eV.


Entry A
Molecular formula: C2H3N3O3
Method: DFT, ωB97M-V with the def2-TZVPD basis set

Cartesian coordinates (Å):
C 1.127 -0.598 -0.099
C -1.047 -0.137 -0.125
H 1.743 -2.320 -0.676
H 2.451 -1.649 0.738
H -0.528 2.510 1.229
N 2.185 -1.481 -0.220
N 1.051 0.749 0.162
N -0.249 0.893 0.227
O -0.851 2.105 0.421
O -2.168 -0.347 -0.182
O -0.114 -1.165 -0.381

SMILES string: Nc1nn(O)c(=O)o1
Highest occupied orbital energy: -8.680 eV


Entry B
Molecular formula: C2H3N3O3
Method: DFT, ωB97M-V with the def2-TZVPD basis set

Cartesian coordinates (Å):
C 0.953 0.175 0.920
C 0.375 -0.474 -1.165
H -2.164 1.258 -0.344
H -2.429 -0.501 -0.471
H 2.585 -0.246 1.889
N -1.891 0.286 -0.892
N -0.670 0.117 -0.431
N -0.326 0.402 0.860
O 1.724 0.277 1.999
O 1.443 -0.344 -0.132
O 0.400 -0.951 -2.233

SMILES string: Nn1nc(O)oc1=O
Highest occupied orbital energy: -8.738 eV


Which is most stable, and by how much? entry B, by 0.617 eV.